# 1
{"formula": "C43H76BrF10N6O12PS", "method": "ωB97M-V with the def2-TZVPD basis set", "orbital_gap_ev": 5.8130, "smiles": "O=C1C(C[C@H]2CO2)=C(C(F)(F)c2cccc(C(F)(F)F)c2)C(=O)C(S(=O)(=O)C(F)(F)C(F)(F)F)=C1P(O)Br.COC[C@@H](C)N.COC[C@@H](C)N.COC[C@@H](C)N.COC[C@@H](C)N.COC[C@@H](C)N.COC[C@@H](C)N", "charge": 0, "energy_ev": -196655.0086, "molar_mass_g_mol": 1202.04, "de_lowest_kcal_mol": 290.3, "species": ["O", "C", "C", "C", "C", "C", "O", "C", "C", "F", "F", "C", "C", "C", "C", "C", "C", "F", "F", "F", "C", "C", "O", "C", "S", "O", "O", "C", "F", "F", "C", "F", "F", "F", "C", "P", "O", "Br", "H", "H", "H", "H", "H", "H", "H", "H", "H", "H", "C", "O", "C", "C", "C", "N", "H", "H", "H", "H", "H", "H", "H", "H", "H", "H", "H", "C", "O", "C", "C", "C", "N", "H", "H", "H", "H", "H", "H", "H", "H", "H", "H", "H", "C", "O", "C", "C", "C", "N", "H", "H", "H", "H", "H", "H", "H", "H", "H", "H", "H", "C", "O", "C", "C", "C", "N", "H", "H", "H", "H", "H", "H", "H", "H", "H", "H", "H", "C", "O", "C", "C", "C", "N", "H", "H", "H", "H", "H", "H", "H", "H", "H", "H", "H", "C", "O", "C", "C", "C", "N", "H", "H", "H", "H", "H", "H", "H", "H", "H", "H", "H"], "positions_angstrom": [[6.26323, -1.39141, 3.07017], [5.13964, -1.88855, 2.83286], [4.94391, -3.47286, 2.96407], [5.92861, -4.24405, 3.93332], [5.40381, -3.96951, 5.55869], [3.71730, -3.93643, 5.73828], [4.71639, -5.12581, 6.22194], [3.92176, -4.10053, 2.21083], [3.60993, -5.66096, 2.23734], [3.71243, -6.28329, 3.50501], [2.21221, -5.78827, 1.85770], [4.44195, -6.35552, 1.07025], [3.73020, -6.53766, -0.31954], [4.43833, -7.18955, -1.55763], [5.90421, -7.65990, -1.42047], [6.62598, -7.45597, -0.03576], [8.16461, -7.96035, -0.01061], [8.09821, -9.39350, -0.01867], [8.74074, -7.49594, -1.24160], [8.81552, -7.44567, 1.13114], [5.93525, -6.84300, 1.20624], [3.07460, -3.13123, 1.23607], [2.61456, -3.53273, 0.12372], [2.82152, -1.57636, 1.61463], [1.36157, -0.58876, 1.07027], [1.71736, 0.82935, 0.64547], [0.45287, -0.42567, 2.28340], [0.43815, -1.31951, -0.39113], [-0.50920, -0.31345, -0.78557], [1.28912, -1.48760, -1.52429], [-0.42125, -2.63111, -0.02529], [-0.16503, -3.69068, -0.94626], [-1.81156, -2.32441, -0.19277], [-0.15891, -3.15194, 1.26636], [3.85489, -0.98184, 2.42840], [3.83130, 0.81377, 3.07612], [3.93768, 0.82601, 4.81242], [5.72453, 1.81199, 2.23251], [6.96476, -3.76402, 3.99962], [5.97577, -5.37184, 3.80499], [6.04892, -3.20190, 6.22256], [3.89108, -2.91125, 6.29723], [3.09014, -4.32701, 6.60015], [2.65167, -6.18061, -0.51385], [3.91580, -7.33360, -2.57001], [6.40190, -8.13911, -2.32716], [6.47897, -6.69649, 2.21069], [4.83946, 1.14746, 5.08123], [-3.28342, 3.02704, 4.73695], [-2.77499, 2.04462, 3.85093], [-2.22463, 2.56616, 2.64433], [-0.78488, 3.10448, 2.77862], [-0.70202, 4.46392, 3.46710], [0.08101, 2.15701, 3.49016], [-3.73071, 3.87169, 4.20446], [-2.49427, 3.37234, 5.40763], [-4.05526, 2.55914, 5.35326], [-2.20438, 1.72459, 1.94449], [-2.89591, 3.31631, 2.20629], [-0.38919, 3.23201, 1.76469], [-0.82068, 4.39614, 4.55043], [0.27559, 4.92157, 3.28489], [-1.46593, 5.14687, 3.08162], [0.10703, 1.28242, 2.96557], [-0.39456, 1.90459, 4.35776], [3.73304, 8.43233, -0.66058], [3.18156, 8.81919, 0.58642], [1.80915, 8.47398, 0.75781], [1.56649, 7.00827, 1.17254], [1.72910, 6.01263, 0.02729], [2.44671, 6.60834, 2.27953], [3.00430, 8.50134, -1.47353], [4.13783, 7.42059, -0.59457], [4.56556, 9.10395, -0.88472], [1.44477, 9.11630, 1.56592], [1.22906, 8.74104, -0.13416], [0.52932, 6.93513, 1.51782], [2.77546, 5.81366, -0.21309], [1.27864, 5.05166, 0.29430], [1.23253, 6.37212, -0.87872], [2.25772, 7.20939, 3.07984], [3.40033, 6.85570, 2.01198], [-6.70318, -1.20144, -2.84242], [-5.60361, -1.68410, -2.08958], [-4.49966, -2.12746, -2.87427], [-3.58050, -0.99624, -3.37986], [-4.16525, -0.20951, -4.54962], [-3.23407, -0.05968, -2.30261], [-6.83240, -1.74740, -3.78155], [-6.58687, -0.13295, -3.03339], [-7.60690, -1.32952, -2.24111], [-3.90943, -2.76914, -2.21235], [-4.84282, -2.76603, -3.69809], [-2.65561, -1.46320, -3.73584], [-4.93420, 0.49987, -4.23717], [-3.38136, 0.37209, -5.04368], [-4.60148, -0.88013, -5.29552], [-2.74717, -0.57161, -1.56980], [-4.10731, 0.22617, -1.85766], [6.28198, 1.06048, -2.37674], [5.09885, 0.41176, -1.94372], [4.57390, -0.53847, -2.85659], [5.26903, -1.91281, -2.81053], [6.63278, -1.93688, -3.49515], [5.42598, -2.39352, -1.42840], [6.29326, 1.22780, -3.45774], [7.15710, 0.48436, -2.06977], [6.33740, 2.03066, -1.87676], [3.52992, -0.67967, -2.55983], [4.55266, -0.13080, -3.87495], [4.62608, -2.61818, -3.34811], [7.41604, -1.47698, -2.88926], [6.94376, -2.96897, -3.68246], [6.59806, -1.42028, -4.45854], [4.50369, -2.47795, -1.00478], [5.86767, -1.64292, -0.89465], [-2.35181, 6.28371, -0.42144], [-2.08323, 7.62350, -0.04202], [-3.23199, 8.46435, 0.00832], [-4.06561, 8.32801, 1.29935], [-4.92094, 7.06485, 1.34498], [-3.21667, 8.37086, 2.49781], [-3.16088, 6.21503, -1.15438], [-2.58302, 5.68444, 0.46160], [-1.44433, 5.87036, -0.86873], [-2.84738, 9.48828, -0.03670], [-3.85090, 8.32740, -0.88717], [-4.75020, 9.18229, 1.33607], [-4.33901, 6.17068, 1.57810], [-5.68654, 7.15441, 2.12130], [-5.43183, 6.90141, 0.39183], [-2.72719, 9.26377, 2.51967], [-2.46859, 7.68896, 2.36351], [-8.05028, -4.52974, -2.72083], [-8.33572, -5.84429, -3.16861], [-9.72278, -6.16763, -3.20390], [-10.46837, -5.64508, -4.44936], [-10.76317, -4.14838, -4.40289], [-9.73345, -5.94687, -5.68515], [-8.75089, -4.19434, -1.95050], [-8.04972, -3.83840, -3.56567], [-7.04329, -4.52776, -2.29617], [-9.76784, -7.26122, -3.21974], [-10.21697, -5.85163, -2.27673], [-11.43298, -6.16232, -4.49174], [-9.88420, -3.53928, -4.62353], [-11.52177, -3.88907, -5.14727], [-11.14601, -3.85345, -3.42171], [-9.63244, -6.95698, -5.76666], [-8.77563, -5.61847, -5.55541]]}

# 2
{"formula": "C21H30ClN3O3S", "method": "ωB97M-V with the def2-TZVPD basis set", "orbital_gap_ev": 9.5448, "smiles": "CC[C@H](C(=O)N[C@H]1CCCCN(C(=O)c2sc(C)cc2Cl)CC1)N1CCCC1=O", "charge": 0, "energy_ev": -56236.5829, "molar_mass_g_mol": 440.01, "de_lowest_kcal_mol": 2.3, "species": ["C", "C", "C", "C", "O", "N", "C", "C", "C", "C", "C", "N", "C", "O", "C", "S", "C", "C", "C", "C", "Cl", "C", "C", "N", "C", "C", "C", "C", "O", "H", "H", "H", "H", "H", "H", "H", "H", "H", "H", "H", "H", "H", "H", "H", "H", "H", "H", "H", "H", "H", "H", "H", "H", "H", "H", "H", "H", "H", "H"], "positions_angstrom": [[4.81210, 1.77874, -0.59918], [3.36631, 1.36456, -0.36152], [2.98774, 0.10478, -1.14487], [1.49785, -0.21876, -0.99183], [0.72084, -0.01151, -1.91348], [1.12629, -0.69225, 0.20994], [-0.26914, -0.98051, 0.50876], [-0.64153, -2.34717, -0.06407], [-2.11238, -2.74572, 0.05776], [-3.09812, -1.66205, -0.40130], [-3.74610, -0.82849, 0.70553], [-2.84620, -0.01129, 1.51272], [-2.61985, 1.31103, 1.30366], [-1.62300, 1.87078, 1.73946], [-3.65646, 2.13118, 0.61169], [-3.09444, 3.47129, -0.31358], [-4.67346, 4.10169, -0.52496], [-4.91828, 5.32279, -1.35269], [-5.59366, 3.35130, 0.13998], [-5.00463, 2.24369, 0.80237], [-5.94994, 1.24155, 1.84664], [-1.94861, -0.68176, 2.45208], [-0.48371, -0.82982, 2.00909], [3.85260, -1.04099, -0.86017], [4.64095, -1.65011, -1.92491], [5.23355, -2.89470, -1.25832], [5.30198, -2.50683, 0.21807], [4.19275, -1.48471, 0.37356], [3.69792, -1.11301, 1.42845], [5.04396, 2.70161, -0.06807], [5.50668, 1.01517, -0.24258], [5.00781, 1.94514, -1.66113], [3.18982, 1.20964, 0.70209], [2.68655, 2.15421, -0.69006], [3.11361, 0.31501, -2.20739], [1.83946, -0.81577, 0.92076], [-0.84752, -0.21212, -0.00724], [-0.37400, -2.32755, -1.12375], [-0.01135, -3.10489, 0.41326], [-2.25799, -3.63995, -0.55168], [-2.34911, -3.05290, 1.08001], [-2.61638, -0.99855, -1.12599], [-3.93034, -2.13365, -0.93085], [-4.47772, -0.17455, 0.24285], [-4.29452, -1.48821, 1.38457], [-5.96544, 5.61292, -1.28211], [-4.30880, 6.16152, -1.01518], [-4.68532, 5.14235, -2.40282], [-6.65011, 3.57325, 0.17897], [-1.96032, -0.10974, 3.38126], [-2.39674, -1.65111, 2.66274], [-0.04683, -1.68631, 2.53421], [0.05330, 0.06246, 2.32702], [4.00731, -1.88861, -2.77931], [5.42018, -0.95724, -2.26269], [4.55053, -3.73499, -1.38818], [6.19570, -3.17164, -1.68365], [5.16373, -3.32966, 0.91512], [6.24248, -2.00950, 0.47095]]}

# 3
{"formula": "C13H20BN8O8P2RuS", "method": "ωB97M-V with the def2-TZVPD basis set", "orbital_gap_ev": [9.0883, 7.4581], "charge": 0, "multiplicity": 2, "energy_ev": -74788.2863, "molar_mass_g_mol": 622.25, "de_lowest_kcal_mol": 26.0, "species": ["Ru", "C", "C", "N", "N", "C", "B", "N", "C", "C", "C", "N", "N", "C", "C", "C", "N", "H", "H", "H", "H", "H", "H", "H", "H", "H", "H", "O", "P", "O", "O", "O", "P", "O", "O", "O", "H", "H", "C", "N", "C", "S", "N", "C", "H", "H", "H", "H", "H", "H", "H", "H", "O", "C"], "positions_angstrom": [[0.21612, 0.61454, -0.11162], [-1.87825, 3.07876, 2.72566], [-1.81572, 1.98325, 1.86381], [-0.59865, 1.90210, 1.33388], [0.12870, 2.92379, 1.81938], [-0.61779, 3.64321, 2.66615], [1.59599, 3.03552, 1.38301], [1.64751, 3.19621, -0.14943], [2.11283, 4.19221, -0.91828], [1.91856, 3.85303, -2.24180], [1.31028, 2.59660, -2.19945], [1.16168, 2.21877, -0.93738], [2.28594, 1.69157, 1.71024], [3.41758, 1.48114, 2.39493], [3.77055, 0.15496, 2.26705], [2.77495, -0.39766, 1.46304], [1.88162, 0.53529, 1.13594], [-2.72110, 3.41523, 3.30167], [-2.57702, 1.27346, 1.58395], [-0.20386, 4.50360, 3.16431], [2.14943, 3.94486, 1.92867], [2.54902, 5.06788, -0.46852], [2.17787, 4.42756, -3.11255], [0.96796, 1.95828, -2.99696], [3.89498, 2.29554, 2.91255], [4.62976, -0.34140, 2.68098], [2.70271, -1.39251, 1.05808], [-4.18656, -1.50647, 0.14125], [-3.43124, -2.11899, -1.06726], [-4.08059, -3.12360, -1.88599], [-2.05537, -2.78856, -0.43074], [-2.79663, -0.89867, -1.87719], [-2.79760, 0.71027, -1.54006], [-3.12816, 1.33441, -2.95960], [-3.88144, 0.93411, -0.54442], [-1.40203, 1.14428, -1.25007], [-4.25042, -0.50216, 0.03957], [-4.07798, 1.35709, -3.12657], [0.91898, -4.36737, 0.76404], [1.16519, -3.00984, 0.28117], [0.34954, -2.50394, -0.82120], [1.14388, -0.96010, -1.47728], [0.26287, -3.39550, -1.93294], [-0.45903, -4.67023, -1.93687], [1.53816, -4.51991, 1.64674], [1.23066, -5.08736, 0.01388], [-0.12331, -4.57327, 1.04097], [1.06859, -2.36209, 1.05471], [0.13405, -2.87449, -2.78377], [0.23312, -5.51061, -2.00460], [-1.12539, -4.70454, -2.79788], [-1.08495, -4.80547, -1.06014], [-1.06753, -1.01973, 0.46880], [-0.97846, -2.03306, -0.21185]]}

# 4
{"formula": "C7H12GaO3", "method": "ωB97M-V with the def2-TZVPD basis set", "orbital_gap_ev": [9.7756, 6.7637], "charge": 2, "multiplicity": 2, "energy_ev": -65950.8059, "molar_mass_g_mol": 213.89, "de_lowest_kcal_mol": 0.0, "species": ["C", "C", "H", "H", "H", "H", "H", "O", "C", "O", "O", "C", "C", "C", "C", "Ga", "H", "H", "H", "H", "H", "H", "H"], "positions_angstrom": [[-1.63087, 2.36117, -0.16586], [-2.12349, 1.65430, -1.21153], [-0.55533, 2.50642, -0.04336], [-2.29651, 2.91777, 0.49705], [-1.45448, 1.23114, -1.96435], [-3.19554, 1.63351, -1.41861], [-1.98112, 0.86763, 0.09466], [4.69127, -0.98177, 0.11154], [3.53913, -0.87430, -0.38784], [3.37007, -0.78055, -1.63331], [2.50815, -0.89788, 0.44852], [1.19311, -0.80527, -0.10076], [0.20871, -0.93556, 1.04968], [-1.20142, -1.04925, 0.61654], [-2.24422, -0.32405, 1.12210], [5.10004, -0.86018, -1.66902], [1.04520, -1.60752, -0.83603], [1.07823, 0.16072, -0.60993], [0.33910, -0.13859, 1.79427], [0.39611, -1.89964, 1.56671], [-1.40007, -1.71507, -0.23173], [-3.26261, -0.64500, 0.88680], [-2.12347, 0.18198, 2.08446]]}